The following is a DFT calculation (the ωB97M-V functional and the def2-TZVPD basis) of a 13-piece molecular cluster, C49H76O25 overall in a non-equilibrium geometry.

HOMO in eV: -9.67
Lowest unoccupied orbital energy in eV: 0.30
Spin multiplicity: 1
Total energy in eV: -103233.91744

CARTESIAN COORDINATES (ANGSTROEM)
C1 -5.76 0.18 -2.81
O1 -4.85 1.29 -2.98
H1 -6.70 0.74 -2.75
H2 -5.68 -0.50 -3.71
H3 -5.62 -0.47 -1.93
H4 -3.98 0.97 -2.58
O2 -2.52 0.39 -1.49
C2 -1.65 -0.02 -0.77
O3 -1.78 -1.18 -0.04
C3 -0.65 -1.46 0.87
C4 0.45 -0.59 0.29
C5 -0.23 0.61 -0.41
H5 -0.52 -2.51 0.74
H6 -0.99 -1.15 1.87
H7 0.88 -1.21 -0.44
H8 1.19 -0.28 1.04
H9 0.26 1.08 -1.24
H10 -0.49 1.43 0.27
O4 1.81 8.87 0.88
C6 1.47 7.98 1.61
O5 1.09 8.19 2.87
C7 0.92 6.94 3.54
C8 1.76 5.93 2.74
C9 1.43 6.48 1.36
H11 -0.16 6.73 3.54
H12 1.25 7.01 4.59
H13 1.46 4.85 2.90
H14 2.84 6.11 2.99
H15 0.48 6.16 0.95
H16 2.22 6.16 0.66
O6 2.54 -1.82 -2.23
C10 3.37 -1.70 -3.08
O7 3.09 -1.17 -4.29
C11 4.25 -1.29 -5.11
C12 5.44 -1.45 -4.19
C13 4.80 -2.20 -3.01
H17 4.28 -0.30 -5.64
H18 3.98 -2.04 -5.74
H19 5.69 -0.42 -3.88
H20 6.26 -2.00 -4.70
H21 5.21 -1.90 -2.07
H22 4.76 -3.27 -3.08
O8 0.20 -0.30 -5.97
C14 -0.03 -1.05 -5.08
O9 -0.20 -2.37 -5.36
C15 -0.43 -3.08 -4.15
C16 -0.91 -2.05 -3.09
C17 -0.22 -0.78 -3.57
H23 0.42 -3.69 -3.87
H24 -1.24 -3.83 -4.43
H25 -0.67 -2.32 -2.09
H26 -1.95 -2.00 -3.16
H27 0.79 -0.76 -3.17
H28 -0.69 0.15 -3.38
O10 -0.68 -4.75 -0.54
C18 -1.59 -5.39 -0.05
O11 -1.50 -6.67 0.16
C19 -2.79 -7.19 0.54
C20 -3.84 -6.04 0.26
C21 -2.92 -4.87 0.32
H29 -2.70 -7.39 1.59
H30 -2.92 -8.13 -0.04
H31 -4.65 -6.00 0.92
H32 -4.23 -6.18 -0.81
H33 -2.93 -4.49 1.37
H34 -3.14 -4.05 -0.37
O12 -2.39 0.52 3.12
C22 -3.44 0.09 2.82
O13 -3.74 -1.23 2.74
C23 -5.06 -1.40 2.04
C24 -5.46 -0.06 1.52
C25 -4.72 0.83 2.53
H35 -5.75 -1.72 2.79
H36 -4.81 -2.15 1.27
H37 -6.54 0.20 1.67
H38 -5.31 0.22 0.44
H39 -5.19 0.91 3.53
H40 -4.54 1.93 2.32
O14 5.11 1.78 -2.72
C26 4.75 2.00 -1.53
O15 4.60 1.00 -0.70
C27 4.10 1.52 0.55
C28 4.44 3.00 0.58
C29 4.52 3.35 -0.87
H41 4.61 0.90 1.40
H42 3.04 1.39 0.51
H43 5.40 3.11 1.08
H44 3.58 3.45 1.02
H45 5.21 4.08 -1.25
H46 3.60 3.78 -1.32
O16 -4.48 -4.53 4.35
C30 -3.28 -4.40 4.33
O17 -2.54 -5.39 3.71
C31 -1.20 -5.09 3.78
C32 -1.09 -3.60 3.95
C33 -2.28 -3.44 4.86
H47 -0.81 -5.40 2.79
H48 -0.65 -5.59 4.61
H49 -1.16 -3.01 2.98
H50 -0.07 -3.33 4.32
H51 -2.75 -2.44 4.85
H52 -2.10 -3.73 5.87
O18 -0.37 3.87 1.48
C34 -1.22 4.19 0.72
O19 -2.06 5.26 0.98
C35 -2.96 5.45 -0.10
C36 -2.18 5.04 -1.31
C37 -1.45 3.82 -0.75
H53 -3.23 6.52 -0.03
H54 -3.92 4.89 0.10
H55 -1.57 5.90 -1.62
H56 -2.90 4.78 -2.13
H57 -0.58 3.42 -1.24
H58 -2.11 2.96 -0.81
O20 1.81 -2.31 3.11
C38 2.07 -3.11 2.24
O21 2.70 -2.70 1.12
C39 2.69 -3.79 0.17
C40 2.50 -5.06 0.98
C41 1.61 -4.52 2.17
H59 3.51 -3.68 -0.55
H60 1.84 -3.56 -0.40
H61 3.45 -5.50 1.38
H62 1.95 -5.84 0.43
H63 1.83 -5.02 3.10
H64 0.52 -4.62 2.03
O22 3.54 2.36 4.02
C42 2.41 1.98 4.10
O23 1.79 1.72 2.99
C43 0.45 1.26 3.28
C44 0.14 1.84 4.70
C45 1.57 1.75 5.37
H65 0.58 0.17 3.16
H66 -0.11 1.67 2.43
H67 -0.53 1.18 5.19
H68 -0.07 2.92 4.66
H69 1.83 0.75 5.70
H70 1.80 2.50 6.15
O24 1.69 2.62 -2.24
C46 1.56 2.71 -3.45
O25 0.68 3.49 -4.07
C47 0.54 3.07 -5.41
C48 1.84 2.37 -5.81
C49 2.36 1.94 -4.48
H71 0.30 3.90 -6.01
H72 -0.31 2.44 -5.45
H73 2.48 3.09 -6.24
H74 1.64 1.50 -6.44
H75 3.46 2.06 -4.40
H76 2.11 0.82 -4.32